1.
Density functional theory data (wB97M-V/def2-TZVPD) for a 3-piece molecular cluster, C3H12N2O3 overall.

Computed properties:
HOMO level (alpha / beta) = -14.171 / -14.138 eV
calculated total energy = -12416.848 eV
multiplicity = 2
net charge = +1
orbital gap (alpha / beta) = 9.2912 / 5.1288 eV
expectation value of S² = 0.785

Each line ends with the Löwdin spin population.
Geometry (Å):
O -0.19 -2.53 -0.05  0.034
O 2.18 -1.70 -1.26  0.000
O -2.18 -0.66 1.21  0.339
N -0.53 0.12 0.04  0.494
N 0.57 2.96 0.87  0.005
C 1.20 1.79 0.16  0.032
C -1.90 -0.05 0.13  -0.053
C 0.12 1.03 -0.84  0.085
H -0.42 2.74 0.76  0.001
H -2.49 0.10 -0.78  -0.005
H -0.16 -3.00 -0.90  0.000
H 2.98 -2.10 -1.17  0.000
H -0.17 -0.20 0.83  0.011
H 1.51 -2.19 -0.63  0.000
H 0.75 2.73 1.94  0.001
H 0.43 0.60 -1.67  0.033
H -0.91 -2.70 0.46  0.001
H 1.56 1.07 0.87  0.001
H -0.44 1.90 -1.29  0.018
H 2.02 2.11 -0.56  0.005


2.
Density functional theory data (wB97M-V/def2-TZVPD) for a 2-piece molecular cluster, C4H12N2O overall.

Computed properties:
HOMO level (alpha / beta) = 1.381 / -3.585 eV
calculated total energy = -9367.908 eV
multiplicity = 2
net charge = -1
orbital gap (alpha / beta) = 2.8440 / 7.8085 eV
expectation value of S² = 0.754

Each line ends with the Löwdin spin population.
Geometry (Å):
O -0.47 3.49 -1.43  0.021
N 1.80 -2.46 0.87  0.063
N -2.04 0.48 -1.57  0.058
C 1.28 -1.31 1.65  0.052
C 0.89 -0.07 0.84  0.039
C -0.04 -0.23 -0.32  0.173
C -1.26 0.42 -0.34  0.271
H 2.05 -2.16 -0.07  0.031
H 0.26 -0.95 -1.08  0.070
H -1.98 -0.39 -2.08  0.029
H 1.83 0.46 0.52  0.023
H -3.01 0.66 -1.38  0.024
H 1.06 -3.14 0.74  0.054
H 0.38 -1.64 2.17  0.012
H 0.44 0.63 1.56  0.004
H 2.06 -0.99 2.35  0.011
H -0.90 3.05 -2.17  0.004
H -0.77 2.98 -0.66  0.002
H -1.60 1.16 0.39  0.061